This record from the Open Molecules 2025 dataset describes a cluster of 2 separate species, C2H10N2 in total at a distorted geometry. The level of theory is ωB97M-V/def2-TZVPD.

The geometry in XYZ format:
```
14
Properties=species:S:1:pos:R:3:forces:R:3:lowdin_charge:R:1
C -2.963 0.967 -0.382 0.922 1.791 -0.319 -0.180
N -1.454 1.017 -0.395 -0.056 -0.875 -0.094 -0.101
H -3.378 0.457 -1.268 0.489 0.112 0.399 0.066
H -3.201 2.042 -0.452 -1.051 -0.469 0.008 0.057
H -3.449 0.558 0.520 0.765 -0.013 -0.263 0.063
H -1.111 1.242 -1.335 -0.392 -0.157 0.558 0.051
H -1.052 1.722 0.232 -0.653 -0.398 -0.287 0.052
C 2.412 -0.628 0.714 -0.375 0.102 -0.010 -0.213
N 2.640 -1.956 0.147 -0.167 -0.637 -0.248 -0.096
H 2.331 -0.766 1.805 0.066 0.287 -0.399 0.070
H 1.472 -0.186 0.344 0.230 0.150 0.242 0.049
H 3.237 0.075 0.508 -0.223 -0.451 0.039 0.067
H 2.652 -1.987 -0.878 -0.053 0.312 0.617 0.056
H 1.864 -2.559 0.441 0.498 0.246 -0.244 0.057
```
Positions in Å, forces in eV/Å.

The value obtained for the HOMO-LUMO gap is 10.00 eV. As for the total energy: -5215.509 eV. For the LUMO energy, the calculation gives 1.03 eV. For the molecular weight, the calculation gives 62.1 Da. As for the structure (SMILES): CN.CN. The energy above the lowest of the compared OMol25 structures with the same formula, charge and spin is 81.4 kJ/mol. As for the HOMO energy: -8.971 eV.

This record from the Open Molecules 2025 dataset describes a structure of composition C15H41B2CsF8KN4NaO10 at a distorted geometry. The level of theory is ωB97M-V/def2-TZVPD.

The geometry in XYZ format:
```
83
Properties=species:S:1:pos:R:3:forces:R:3:lowdin_charge:R:1
C -1.364 5.528 3.479 -0.233 -0.175 0.045 -0.071
O -1.138 4.303 2.804 0.156 -0.100 -0.378 -0.223
C -1.787 3.201 3.398 -0.015 0.615 0.364 -0.171
C -0.927 2.318 4.315 -0.167 -0.625 -0.550 -0.317
N -0.636 1.025 3.624 0.628 0.269 -0.246 0.046
C 0.362 2.968 4.773 0.117 0.029 0.120 -0.158
C 1.409 2.028 5.348 0.380 0.361 0.385 -0.168
C 1.277 1.633 6.824 -0.452 -0.414 -0.364 -0.167
C -0.112 1.649 7.395 0.153 -0.486 0.810 -0.244
O -0.875 0.488 7.018 -0.475 0.391 -0.642 -0.077
H -2.423 5.773 3.468 -0.266 0.077 -0.026 0.091
H -0.827 6.306 2.957 0.238 0.115 -0.110 0.094
H -1.043 5.475 4.513 0.211 0.054 0.221 0.089
H -2.623 3.575 3.983 -0.291 0.034 0.071 0.127
H -2.221 2.616 2.584 -0.031 -0.235 -0.147 0.108
H -1.548 2.060 5.164 -0.059 0.072 0.331 0.124
H -1.347 0.834 2.944 -0.791 -0.189 0.158 0.034
H -0.648 0.302 4.330 -0.055 -0.252 -0.109 0.077
H 0.126 3.736 5.504 -0.050 0.171 0.181 0.121
H 0.814 3.497 3.946 -0.052 0.128 -0.257 0.085
H 2.357 2.546 5.257 0.318 -0.019 -0.008 0.118
H 1.518 1.135 4.744 -0.095 -0.143 -0.313 0.092
H 1.946 2.190 7.460 0.318 0.384 0.064 0.099
H 1.623 0.605 6.905 0.360 -0.142 0.304 0.108
H -0.030 1.607 8.476 0.027 0.103 0.262 0.120
H -0.669 2.554 7.169 -0.247 0.059 -0.241 0.102
H -0.274 -0.093 6.551 0.217 -0.240 0.199 0.063
C 0.982 4.063 -0.893 -0.064 0.201 0.112 -0.090
O 1.814 3.780 0.208 0.081 -0.197 -0.206 -0.143
C 1.185 3.024 1.221 0.168 0.181 -0.073 -0.178
C 1.593 1.580 1.152 0.149 0.180 0.471 -0.185
O 1.128 0.960 -0.073 4.939 5.918 -3.210 -0.636
C 2.163 0.842 -1.073 0.104 0.125 -0.304 -0.026
H 1.603 4.420 -1.710 0.038 0.005 -0.012 0.107
H 0.449 3.162 -1.228 0.073 0.061 -0.096 0.020
H 0.256 4.841 -0.636 -0.074 -0.043 -0.047 0.105
H 0.097 3.135 1.166 -0.023 0.009 0.088 0.116
H 1.501 3.423 2.183 -0.043 0.005 0.015 0.131
H 1.129 1.037 2.000 0.266 0.449 -0.089 0.076
H 2.674 1.475 1.236 0.038 -0.036 -0.131 0.155
H 2.847 0.036 -0.801 0.030 0.032 0.056 0.114
H 2.716 1.771 -1.184 -0.015 0.043 0.054 0.109
H 1.690 0.595 -2.025 -0.046 -0.017 0.018 0.097
N 4.369 1.167 8.476 -0.095 -0.031 -0.202 -0.645
O 4.267 2.358 8.088 -0.105 -0.065 -0.043 -0.108
O 4.664 0.912 9.648 0.032 0.017 0.073 -0.060
O 4.156 0.233 7.660 -0.076 0.087 -0.057 -0.112
C -0.230 -1.776 -3.897 -0.037 0.247 0.109 -0.084
C 0.035 -0.557 -4.762 0.167 -0.613 -0.219 -0.300
O 1.415 -0.468 -5.103 -0.013 0.201 0.183 -0.067
H 0.384 -1.750 -2.994 -0.011 -0.039 0.029 0.057
H -1.282 -1.838 -3.606 -0.014 -0.081 -0.039 0.084
H 0.031 -2.689 -4.430 -0.056 -0.049 0.007 0.054
H -0.208 0.352 -4.223 0.003 0.369 -0.010 0.088
H -0.575 -0.574 -5.668 -0.124 0.108 0.071 0.124
H 1.650 -1.261 -5.593 0.022 -0.020 0.009 0.079
K 0.059 -0.434 0.628 -4.951 -7.430 3.484 0.902
Cs -1.978 1.451 -1.389 -0.414 0.434 -0.732 1.037
C 0.024 -5.017 -1.360 -0.031 -0.109 -0.062 -0.673
O -0.178 -3.802 -1.340 0.047 0.271 0.192 -0.023
N -0.986 -5.916 -1.245 0.069 0.052 0.060 0.170
N 1.273 -5.537 -1.509 -0.075 0.043 0.027 0.164
H -0.848 -6.909 -1.269 0.002 -0.002 -0.055 0.108
H -1.918 -5.560 -1.144 -0.027 -0.006 -0.036 0.109
H 2.037 -4.896 -1.601 0.018 0.010 -0.009 0.104
H 1.460 -6.522 -1.534 -0.022 -0.008 -0.011 0.104
C -0.680 -5.144 -5.849 -0.188 -0.159 -0.002 -0.043
O -0.022 -4.019 -6.537 -0.216 0.060 0.422 -0.179
H -1.103 -4.760 -4.928 0.092 0.220 0.003 0.088
H -1.478 -5.559 -6.462 0.079 0.040 0.038 0.061
H 0.044 -5.921 -5.629 0.034 -0.005 -0.041 0.101
H 0.356 -4.390 -7.328 1.613 -1.558 1.979 0.009
B -3.588 2.696 -6.900 0.068 -0.076 -0.046 -1.263
F -3.212 2.404 -5.548 0.192 -0.153 0.628 0.015
F -4.818 3.341 -6.891 -0.155 0.057 0.012 0.104
F -2.598 3.505 -7.461 0.127 0.067 -0.056 0.091
F -3.667 1.473 -7.589 0.024 -0.137 -0.059 0.073
Na -0.414 -3.715 -8.556 -1.783 0.983 -2.401 0.874
B -2.331 -7.783 -7.329 0.038 0.104 0.078 -1.266
F -1.704 -7.909 -6.068 0.015 -0.014 0.162 0.077
F -3.408 -6.888 -7.222 -0.059 0.169 0.088 0.089
F -1.373 -7.177 -8.205 0.390 0.439 -0.292 0.039
F -2.721 -9.001 -7.825 -0.047 -0.178 -0.052 0.143
```
Positions in Å, forces in eV/Å.

The value obtained for the HOMO-LUMO gap is 3.49 eV. As for the total energy: -87039.527 eV. For the LUMO energy, the calculation gives -3.02 eV. For the molecular weight, the calculation gives 806.1 Da. As for the HOMO energy: -6.509 eV.

This record from the Open Molecules 2025 dataset describes a cluster of 2 separate species, C9H14O in total at a distorted geometry. The level of theory is ωB97M-V/def2-TZVPD.

The geometry in XYZ format:
```
24
Properties=species:S:1:pos:R:3:forces:R:3:lowdin_charge:R:1
C -1.592 -1.265 1.242 -0.968 -0.696 0.275 -0.075
C -0.511 -0.294 0.906 1.156 -0.107 0.599 -0.305
C -0.661 0.880 0.186 -0.909 0.426 -0.118 -0.068
C 0.356 1.806 0.030 0.747 -0.297 0.283 -0.008
C 1.586 1.546 0.629 -0.242 0.692 0.724 -0.327
O 2.510 2.563 0.621 0.348 0.014 -0.419 0.032
C 1.770 0.408 1.397 0.102 -0.750 -0.458 -0.023
C 0.758 -0.537 1.453 -0.532 -0.040 -0.246 -0.043
H -2.469 -1.195 0.595 0.144 0.018 -0.092 0.075
H -1.973 -1.178 2.268 0.110 0.635 -0.097 0.083
H -1.275 -2.315 1.272 0.287 0.190 -0.565 0.079
H -1.630 1.134 -0.237 0.022 -0.142 0.016 0.116
H 0.244 2.752 -0.486 -0.189 -0.157 -0.079 0.119
H 3.414 2.228 0.700 -0.355 -0.066 0.091 0.106
H 2.711 0.206 1.895 0.053 0.126 -0.058 0.113
H 0.897 -1.514 1.906 0.241 0.258 0.320 0.113
C -2.236 -2.197 -2.968 0.321 -0.351 1.347 -0.153
C -1.030 -1.764 -2.129 0.159 0.804 -0.339 -0.170
H -3.031 -2.488 -2.277 -0.195 0.126 -0.141 0.058
H -2.590 -1.366 -3.573 0.040 -0.238 -0.305 0.064
H -1.993 -3.097 -3.515 -0.076 0.010 -0.614 0.056
H -0.159 -1.551 -2.751 -0.017 -0.035 -0.088 0.068
H -0.689 -2.435 -1.348 -0.257 -0.462 -0.034 0.061
H -1.261 -0.829 -1.623 0.011 0.042 -0.001 0.031
```
Positions in Å, forces in eV/Å.

The value obtained for the HOMO-LUMO gap is 9.31 eV. As for the total energy: -11607.246 eV. For the LUMO energy, the calculation gives 0.88 eV. For the molecular weight, the calculation gives 138.2 Da. As for the structure (SMILES): Cc1ccc(O)cc1.CC. The energy above the lowest of the compared OMol25 structures with the same formula, charge and spin is 37.7 kJ/mol. As for the HOMO energy: -8.427 eV.

This record from the Open Molecules 2025 dataset describes an isolated molecule of C2H2N2S at a distorted geometry. The level of theory is ωB97M-V/def2-TZVPD.

The geometry in XYZ format:
```
7
Properties=species:S:1:pos:R:3:forces:R:3:lowdin_charge:R:1
N -2.033 -1.345 -0.007 -0.041 0.008 -0.397 0.196
C -0.956 -0.968 -0.141 -0.930 -1.799 0.992 -0.240
C 0.338 -0.433 0.013 4.133 0.697 -1.541 -0.796
N 0.211 0.904 -0.136 2.361 2.574 1.609 0.044
S 1.966 -1.118 -0.050 -3.704 0.733 0.448 0.559
H 1.040 1.499 0.141 -0.722 -1.503 -0.896 0.129
H -0.565 1.461 0.179 -1.098 -0.710 -0.216 0.108
```
Positions in Å, forces in eV/Å.

The value obtained for the HOMO-LUMO gap is 8.06 eV. As for the total energy: -15920.322 eV. For the LUMO energy, the calculation gives -1.28 eV. For the molecular weight, the calculation gives 86.1 Da. As for the structure (SMILES): N#CC(N)=S. The energy above the lowest of the compared OMol25 structures with the same formula, charge and spin is 104.7 kJ/mol. As for the HOMO energy: -9.346 eV.